{
  "formula": "C4H9NO",
  "method": "ωB97M-V/def2-TZVPD",
  "energy_ev": -7830.3774,
  "elements": ["C", "C", "C", "O", "N", "C", "H", "H", "H", "H", "H", "H", "H", "H", "H"],
  "coordinates": [[-0.7190, -2.0601, -0.9666], [0.1122, -1.2116, -0.0292], [-0.3921, 0.2082, 0.0790], [-1.3548, 0.6546, -0.5247], [0.4504, 0.9799, 0.8042], [0.5956, 2.4566, 0.5755], [-0.7610, -1.6020, -1.9592], [-0.2833, -3.0580, -1.0556], [-1.7445, -2.1478, -0.6011], [0.1841, -1.6481, 0.9743], [1.1446, -1.1166, -0.3945], [1.0512, 0.5895, 1.5124], [1.6828, 2.6703, 0.4664], [0.1382, 2.7114, -0.3906], [-0.0688, 2.4032, 1.4649]],
  "atomic_forces_ev_per_a": [[-0.11, -0.16, -0.04], [-0.05, -0.29, 0.01], [0.22, -0.09, -0.28], [0.42, -0.10, 0.02], [1.12, -0.76, -1.43], [-0.81, -2.23, 0.42], [-0.01, -0.09, 0.16], [-0.11, 0.05, -0.03], [0.09, -0.04, -0.08], [-0.05, -0.03, -0.08], [-0.22, -0.15, 0.05], [0.08, -0.26, -0.40], [-0.92, 0.32, 1.06], [-0.32, -0.08, 0.70], [0.67, 3.92, -0.08]],
  "nbo_charge": [-0.6027, -0.4943, 0.6676, -0.6201, -0.6421, -0.4844, 0.2197, 0.2055, 0.2169, 0.2146, 0.2169, 0.3894, 0.2114, 0.2293, 0.2723]
}